No. 1
The following is a quantum chemistry calculation of a cluster of 2 separate species, C2H5Br in total, from the OMol25 dataset.

2S+1: 1
Kohn-Sham gap in Eh: 0.242
Energy above the lowest of the compared OMol25 structures with the same formula, charge and spin in eV: 2.531
LUMO level in eV: -2.35
Molar mass in g mol⁻¹: 109.0

CARTESIAN COORDINATES (ANGSTROEM)
1 C -0.789 0.406 0.107
2 C 0.129 -0.653 -0.149
3 Br 3.064 0.273 0.164
4 H -0.704 1.290 0.784
5 H -0.854 1.028 -0.763
6 H -1.679 -0.114 0.406
7 H 0.418 -0.883 -1.123
8 H 0.414 -1.348 0.574

No. 2
The following is a quantum chemistry calculation of a cluster of 2 separate species, C5H14N in total, from the OMol25 dataset.

Total charge: +2
<S²>: 0.86
2S+1: 2
Kohn-Sham gap (spin up / spin down) in Eh: 0.112 / 0.072
Energy above the lowest of the compared OMol25 structures with the same formula, charge and spin in eV: 8.741
LUMO level (spin up / spin down) in eV: -14.47 / -15.54
Molar mass in g mol⁻¹: 88.2

CARTESIAN COORDINATES (ANGSTROEM)
1 C 0.636 -0.463 -2.266
2 C -0.008 -0.282 -0.880
3 C -0.182 1.222 -0.557
4 C -0.520 1.411 0.907
5 C -1.645 0.495 1.388
6 N 0.777 -0.769 0.224
7 H 1.694 -0.045 -2.219
8 H 0.798 -1.503 -2.517
9 H 0.059 -0.033 -3.201
10 H -0.977 -0.714 -0.948
11 H -0.895 1.678 -1.296
12 H 0.800 1.723 -0.715
13 H -0.821 2.496 1.073
14 H 0.356 1.024 1.430
15 H -2.606 0.590 0.783
16 H -1.872 0.664 2.405
17 H -1.263 -0.595 1.334
18 H 4.436 -6.167 5.047
19 H 1.075 -1.763 0.014
20 H 4.087 -6.271 5.689

No. 3
The following is a quantum chemistry calculation of a structure of composition C36H39N3O3PrTe, from the OMol25 dataset.

<S²>: 3.76
2S+1: 4
Kohn-Sham gap (spin up / spin down) in Eh: 0.267 / 0.255
LUMO level (spin up / spin down) in eV: 0.29 / -0.81
Molar mass in g mol⁻¹: 830.2

CARTESIAN COORDINATES (ANGSTROEM)
1 Pr -1.179 -1.340 -0.921
2 O 0.490 -1.783 -2.177
3 C 1.373 -2.701 -1.890
4 C 2.752 -2.416 -2.004
5 C 3.717 -3.347 -1.711
6 C 3.366 -4.647 -1.328
7 C 2.037 -4.977 -1.268
8 C 1.024 -4.041 -1.533
9 C -0.347 -4.488 -1.538
10 N -1.342 -3.691 -1.444
11 C -2.703 -4.137 -1.665
12 C -3.271 -3.269 -2.795
13 N -3.187 -1.862 -2.415
14 C -4.101 -1.083 -2.864
15 C -4.270 0.312 -2.557
16 C -5.275 1.027 -3.234
17 C -5.561 2.334 -2.933
18 C -4.863 2.958 -1.890
19 C -3.881 2.288 -1.204
20 C -3.514 0.962 -1.540
21 O -2.529 0.387 -0.935
22 H 3.010 -1.414 -2.315
23 H 4.763 -3.074 -1.791
24 H 4.128 -5.380 -1.102
25 H 1.743 -5.986 -0.996
26 H -0.515 -5.564 -1.663
27 H -3.283 -3.961 -0.755
28 H -2.760 -5.195 -1.944
29 H -4.299 -3.561 -3.031
30 H -2.651 -3.434 -3.683
31 H -4.869 -1.500 -3.527
32 H -5.832 0.517 -4.014
33 H -6.322 2.872 -3.482
34 H -5.112 3.975 -1.615
35 H -3.348 2.751 -0.381
36 C -1.371 -3.710 1.927
37 C -1.215 -2.318 1.332
38 O -2.298 -1.704 0.971
39 N -0.047 -1.770 1.191
40 Te -0.512 0.562 1.377
41 C 1.245 0.659 0.118
42 C 2.483 0.307 0.689
43 C 2.621 -0.177 2.108
44 C 3.644 0.458 -0.060
45 C 3.622 0.931 -1.362
46 C 4.884 1.081 -2.166
47 C 2.392 1.238 -1.922
48 C 1.202 1.113 -1.212
49 C -0.069 1.501 -1.927
50 C 0.293 2.205 2.641
51 C 0.565 1.963 3.991
52 C 0.448 0.598 4.629
53 C 0.988 3.014 4.801
54 C 1.149 4.299 4.310
55 C 1.572 5.426 5.213
56 C 0.864 4.523 2.969
57 C 0.430 3.506 2.130
58 C 0.095 3.842 0.700
59 H -0.688 -3.837 2.764
60 H -1.147 -4.475 1.183
61 H -2.399 -3.833 2.264
62 H 1.757 -0.772 2.391
63 H 2.716 0.671 2.790
64 H 3.509 -0.801 2.207
65 H 4.594 0.196 0.393
66 H 5.747 0.713 -1.613
67 H 5.062 2.127 -2.421
68 H 4.810 0.523 -3.102
69 H 2.356 1.601 -2.944
70 H 0.125 2.311 -2.629
71 H -0.829 1.829 -1.231
72 H -0.461 0.655 -2.512
73 H -0.057 -0.107 3.972
74 H -0.108 0.660 5.565
75 H 1.438 0.199 4.856
76 H 1.198 2.817 5.848
77 H 2.123 5.048 6.073
78 H 0.694 5.960 5.585
79 H 2.196 6.144 4.681
80 H 0.971 5.526 2.567
81 H 0.042 4.920 0.554
82 H -0.870 3.408 0.437
83 H 0.848 3.439 0.022

- What is the formula in the third record?
  C36H39N3O3PrTe

- molar mass of number 1 (C2H5Br)?
  109.0 g mol⁻¹

- What is the molar mass in the third record?
  830.2 g mol⁻¹

- What is the formula in the first record?
  C2H5Br